(1)
Entry from the Open Molecules 2025 dataset: 9 unconnected molecules or ions with the total composition C27H54O27 (ωB97M-V with the def2-TZVPD basis set).

LUMO energy   0.010 Ha
Frontier orbital gap   10.785 eV
Total charge   0
Multiplicity   1
ΔE to the lowest compared entry with this formula, charge and spin   578.3 kJ/mol

CARTESIAN COORDINATES (ANGSTROEM)
H (19.4543, -12.3038, -4.6358)
H (16.6854, -23.4642, 4.7261)
H (13.2982, -6.0667, -5.5877)
O (17.7695, -2.0858, 10.6402)
C (13.4233, -5.8182, -6.6416)
H (9.7293, 0.7263, -2.3151)
O (16.5959, -3.1147, 12.3124)
O (9.2509, -8.9976, -1.7203)
H (5.2321, -5.9853, 12.7781)
H (11.2464, -12.0018, -2.1067)
O (13.6229, 0.1444, -2.4095)
H (21.9277, -12.3820, -9.7386)
H (10.1257, 1.5711, -3.7774)
H (9.8175, -7.6682, 1.7735)
H (15.7598, 0.1815, -2.8854)
O (15.1964, -7.5390, 2.6880)
O (15.7209, -9.7077, 2.4675)
O (16.4932, -19.7614, 5.9439)
H (10.9656, -15.1066, 3.9526)
C (22.0146, -13.2099, -9.0350)
C (8.2702, -8.0027, 8.7413)
O (16.3238, -21.4853, 4.7229)
H (21.2683, -13.9866, -9.2019)
H (4.1482, -5.8213, 11.4542)
H (10.5089, 2.1838, -2.1399)
C (10.9733, -14.9654, 5.0334)
H (16.8133, -19.5478, 7.9454)
H (16.4662, -3.7880, 8.5620)
O (6.1923, -8.5821, 10.3374)
H (13.3930, -10.8958, -8.9954)
H (7.2239, -16.1705, 8.2270)
H (15.2253, -19.0647, 7.3684)
H (8.3301, -7.4945, 0.8126)
H (9.0223, -7.4835, 8.1472)
H (14.3591, -7.8346, 0.8622)
O (10.3267, -15.1251, 7.7463)
O (21.1545, -11.8718, -5.8380)
H (17.1888, -3.1986, 14.2706)
H (8.2101, -14.8903, 9.1115)
H (11.7147, -14.1781, 5.1700)
O (21.9683, -12.6678, -7.7045)
H (12.8498, -10.6422, -7.3392)
O (13.1324, 2.3418, -2.4735)
C (10.5151, 1.3112, -2.7930)
H (4.6567, -7.4809, 11.8584)
H (16.3127, -22.6440, 3.1802)
O (7.4576, -7.0653, 9.3860)
H (16.0603, -7.7862, 0.7887)
C (15.4948, -8.7484, 3.1836)
H (12.6973, -5.0541, -6.9194)
C (9.4890, -9.6970, -0.7515)
C (16.7658, -2.6603, 11.0625)
H (9.6562, -12.6186, -1.8161)
O (15.4865, -8.7484, 4.5612)
C (15.8704, -20.9777, 5.7593)
C (17.5692, -2.7647, 13.3458)
H (14.9991, -23.0714, 4.2718)
C (20.9993, -11.9134, -7.1741)
C (13.6341, -10.3986, -8.0558)
O (20.0546, -11.3943, -7.8438)
C (10.2130, -11.6915, -1.9519)
O (13.4706, -6.9585, -7.5105)
H (8.7628, -8.5974, 9.5105)
C (15.7718, -3.0316, 8.9277)
C (13.6104, -8.2193, -7.0653)
O (13.8711, -9.0675, -8.0444)
H (14.5617, -10.8919, -7.7656)
C (15.2163, -7.3233, 1.3001)
O (13.6389, -8.5402, -5.9008)
H (14.8540, -3.2707, 8.3904)
H (9.8987, -7.2623, 0.1356)
C (20.0105, -11.4414, -5.0033)
O (15.7268, -2.9906, 10.3254)
O (9.4986, -9.3013, 0.5240)
H (23.0020, -13.6560, -9.1545)
C (6.4855, -7.4136, 10.1806)
O (15.1376, -21.6618, 6.5072)
H (10.0373, -11.0434, -2.8105)
H (15.0909, -6.2800, 1.0102)
O (5.9947, -6.3485, 10.7680)
H (14.3436, -5.2393, -6.7201)
H (6.7948, -14.4152, 8.4082)
H (16.5812, -18.0559, 6.8900)
C (16.2851, -19.0806, 7.1142)
H (18.5482, -3.2113, 13.1723)
H (16.3984, -10.7386, 4.8004)
C (12.8790, 1.1167, -2.6041)
H (7.6156, -8.4886, 8.0177)
H (15.1974, -10.3451, 5.9616)
C (16.0372, -22.7417, 4.2303)
C (9.3415, -7.9009, 0.8209)
C (15.0407, 0.2440, -2.0686)
O (11.7286, 0.5484, -2.8946)
H (20.3907, -10.9476, -4.1090)
H (15.2212, -0.5660, -1.3619)
O (9.9934, -10.9350, -0.8067)
C (4.9689, -6.4372, 11.8217)
C (7.5899, -15.1442, 8.2518)
H (17.5664, -1.6752, 13.3774)
H (16.6865, -9.4420, 6.0411)
H (15.2944, 1.0969, -1.4390)
C (15.9778, -9.8951, 5.3480)
O (8.1825, -14.8892, 6.9630)
O (9.7008, -14.6608, 5.5507)
H (11.4426, -15.8458, 5.4724)
C (9.5371, -14.8834, 6.8300)
H (19.3378, -10.7667, -5.5326)
H (16.1920, -2.1070, 8.5319)

Cartesian forces, eV/Å:
H 0.1 -0.2 -0.4
H -0.1 -0.1 0.0
H -0.1 -0.4 -0.2
O -1.6 -0.8 0.8
C 0.7 0.3 0.8
H 0.4 -0.8 -0.2
O -0.1 -0.1 0.0
O -0.2 -0.8 1.1
H 0.9 -0.4 -0.2
H 0.3 0.3 0.8
O 5.5 -3.8 0.7
H -0.3 -0.2 -0.2
H 0.4 0.1 0.0
H -0.3 -0.7 0.2
H -0.7 0.0 -0.4
O 0.3 0.6 2.1
O -0.1 0.8 1.1
O -0.8 -2.4 -1.9
H -0.8 -0.1 0.1
C -0.2 1.0 0.0
C -0.3 -0.4 -0.4
O 2.2 1.0 -4.1
H -0.2 0.3 0.2
H -0.1 -0.2 -0.1
H 1.0 0.2 -0.3
C 2.0 0.0 -0.6
H 0.2 0.3 0.0
H 0.2 -0.3 0.4
O -0.7 0.5 0.4
H -0.3 1.1 -0.5
H 0.0 0.2 0.4
H -0.1 0.0 0.1
H -0.2 -0.7 0.0
H -0.1 0.4 0.3
H -0.2 -0.1 0.0
O -1.1 0.7 -2.5
O -0.7 0.2 0.0
H -0.2 0.2 -0.2
H 0.7 -0.7 -0.3
H -0.3 0.4 0.4
O 0.5 -0.2 1.3
H 0.0 -0.2 0.1
O -0.8 -3.3 -0.5
C -0.9 0.2 0.1
H 0.0 0.1 0.4
H 0.0 -0.4 0.0
O 0.7 3.1 -0.3
H 0.3 0.2 0.4
C 0.3 -1.6 -0.5
H -0.6 -0.8 -0.4
C 1.2 1.0 -1.9
C 2.8 0.7 -0.6
H -0.4 0.3 -0.7
O 0.0 -0.1 -1.2
C -1.6 -1.1 5.2
C -0.7 0.1 -0.7
H 0.0 0.4 0.4
C -3.4 0.8 -2.6
C 0.1 -2.9 1.8
O 3.2 -1.6 2.5
C 0.1 0.2 -1.3
O -0.3 -0.1 -1.0
H -0.2 -0.6 -0.5
C 1.8 0.4 -1.7
C 0.7 0.0 2.0
O -0.1 3.6 -2.7
H 0.0 -0.3 0.4
C -0.7 -1.2 -1.5
O -0.5 0.2 -0.1
H -0.5 0.3 1.1
H 0.0 -0.4 -0.5
C 0.3 0.1 -0.4
O -1.9 -0.9 0.9
O -0.4 0.2 0.5
H -0.1 0.1 0.3
C 0.2 -2.5 0.5
O 1.1 3.0 -0.7
H -0.8 -0.5 -0.3
H 0.4 0.1 0.8
O -0.5 1.3 1.2
H 0.5 -0.5 -0.1
H -0.4 -0.3 -0.6
H 0.3 -0.1 0.5
C -1.0 0.8 1.3
H -0.1 0.3 -0.4
H 0.2 0.6 -0.5
C -1.3 6.4 0.4
H 0.4 -0.9 0.3
H -0.5 0.5 -0.3
C 0.0 -1.3 -0.9
C 0.6 0.9 -0.4
C -0.2 0.1 1.3
O -2.6 0.7 -0.2
H 0.4 0.1 -0.4
H -0.2 -0.4 -0.5
O 0.0 0.3 2.5
C -0.3 -0.4 -1.6
C 0.0 0.7 0.0
H 0.5 -0.1 0.3
H 0.2 -0.2 -0.2
H -0.5 0.6 -0.5
C -0.1 0.5 -0.1
O 0.4 0.4 0.8
O 1.0 0.0 -0.8
H -0.5 -0.2 0.2
C -1.0 -1.2 3.0
H 0.3 -0.1 -0.2
H -0.3 0.2 0.1

***

(2)
Entry from the Open Molecules 2025 dataset: 9 unconnected molecules or ions with the total composition C27H54O9 (ωB97M-V with the def2-TZVPD basis set).

LUMO energy   0.013 Ha
Frontier orbital gap   9.504 eV
Total charge   0
Multiplicity   1
ΔE to the lowest compared entry with this formula, charge and spin   28.4 kJ/mol

CARTESIAN COORDINATES (ANGSTROEM)
H (3.4319, 20.6396, 25.3079)
C (0.6609, 22.3183, 27.3619)
H (8.8438, 21.3339, 27.2162)
H (3.0528, 21.8758, 22.3528)
H (8.6952, 16.7778, 27.5595)
H (7.1444, 17.2382, 26.8637)
C (4.2119, 23.6628, 22.3070)
H (-0.2099, 23.0408, 25.5784)
C (2.8494, 19.8007, 25.6964)
H (10.2357, 20.1878, 27.3704)
H (5.7461, 11.8997, 27.0166)
C (5.5921, 15.9885, 28.8251)
H (1.4181, 22.5579, 25.3675)
H (-1.0992, 21.1298, 27.7597)
H (5.1677, 15.1972, 20.9926)
H (7.0084, 20.6606, 25.4366)
C (7.0958, 16.0703, 28.7110)
O (4.4456, 24.1196, 21.2190)
H (4.2898, 24.2575, 28.1301)
C (7.3660, 19.6858, 25.7642)
C (8.8778, 19.6727, 25.8169)
C (4.0052, 13.4616, 25.4233)
H (7.1406, 12.0168, 25.9286)
H (1.0332, 18.4755, 22.0716)
O (9.5215, 18.8103, 25.2762)
H (7.0040, 19.4192, 26.7600)
O (2.3936, 14.3217, 22.1426)
C (4.3447, 17.7301, 25.2083)
H (2.0633, 17.0902, 22.2494)
C (7.6784, 16.4324, 27.3611)
C (3.7059, 12.9879, 20.6878)
O (6.2301, 14.1601, 25.0354)
H (6.7928, 24.7639, 27.5019)
H (4.9921, 18.1574, 24.4371)
C (-0.1140, 21.3222, 28.1868)
H (5.3649, 23.1944, 29.0111)
C (9.5600, 20.7062, 26.6937)
H (-0.2244, 21.6927, 29.2049)
H (4.7359, 21.6474, 21.8219)
H (3.7545, 20.3803, 20.0920)
H (4.3661, 21.8911, 23.5391)
H (3.8932, 22.5373, 28.1640)
H (0.4241, 20.3726, 28.2543)
C (5.5058, 13.2753, 25.4259)
C (4.7112, 23.2469, 28.1381)
H (3.7659, 14.4340, 24.9987)
H (2.2657, 20.1010, 26.5633)
O (4.2361, 18.7928, 27.3221)
H (5.2887, 15.0757, 29.3359)
H (5.2819, 16.8201, 29.4624)
H (5.3163, 14.4923, 22.6425)
H (4.0700, 25.5922, 23.2067)
O (5.2173, 22.4566, 25.9466)
C (1.8225, 17.9053, 21.5665)
C (5.5592, 23.0989, 26.9102)
H (4.5973, 12.3979, 20.8984)
H (5.6969, 11.1220, 25.4175)
O (3.9364, 18.8438, 22.0877)
C (0.4938, 22.2519, 25.8664)
C (3.8546, 18.7701, 26.1715)
H (1.4312, 17.4990, 20.6365)
H (2.8237, 12.3570, 20.6261)
H (7.6410, 23.2227, 27.4254)
H (2.6890, 19.2679, 19.2463)
H (5.1229, 16.0864, 27.8513)
C (6.0525, 11.9888, 25.9725)
C (3.4851, 14.1067, 21.6774)
H (3.5339, 12.6698, 24.8357)
H (3.0263, 24.3767, 23.9447)
H (0.1994, 21.2815, 25.4789)
C (4.6608, 15.0158, 21.9425)
H (7.2012, 24.0866, 25.9241)
O (1.3517, 23.1617, 27.8804)
C (4.0167, 24.5466, 23.5149)
H (2.0158, 20.4648, 20.3696)
H (4.7822, 24.3776, 24.2695)
O (7.8067, 15.8567, 29.6596)
C (2.9792, 18.8276, 21.3474)
H (7.0857, 18.8763, 25.0938)
H (3.5772, 13.4278, 26.4278)
H (4.9048, 16.9478, 25.7149)
C (6.8850, 23.8336, 26.9334)
H (10.1865, 21.3461, 26.0651)
C (4.0913, 22.1709, 22.5212)
C (2.8508, 19.7824, 20.1941)
H (4.3534, 15.9751, 22.3508)
H (3.5142, 17.3014, 24.6405)
H (7.7306, 15.5749, 26.6889)
H (3.8499, 13.4601, 19.7097)
H (2.1640, 19.4302, 24.9338)

Cartesian forces, eV/Å:
H -0.2 0.1 0.0
C -0.1 -0.2 0.1
H 0.0 -0.1 0.2
H 0.0 0.0 0.0
H 0.0 -0.1 -0.2
H -0.3 -0.1 0.0
C 0.0 -0.3 0.5
H -0.3 -0.3 0.1
C 0.1 -0.3 0.1
H -0.1 0.0 0.2
H -0.1 -0.2 0.0
C 0.1 0.1 0.1
H 0.1 -0.1 0.2
H 0.1 -0.1 -0.1
H 0.3 -0.1 0.2
H -0.3 0.0 0.1
C -0.3 -0.2 -0.6
O 0.1 0.2 -0.5
H 0.0 0.0 0.0
C 0.7 -0.4 -0.2
C -0.2 -0.1 0.6
C -0.1 0.0 -0.1
H -0.1 0.0 0.0
H -0.1 0.0 -0.3
O 0.2 -0.1 -0.3
H -0.2 0.4 0.0
O -0.4 0.0 0.4
C 0.1 -0.2 -0.5
H 0.2 0.0 -0.1
C 0.7 0.4 0.5
C -0.1 0.1 -0.1
O 0.2 0.1 -0.1
H 0.0 -0.1 0.0
H -0.1 0.2 0.1
C -0.1 0.0 0.3
H -0.2 -0.1 0.1
C 0.1 0.1 -0.5
H 0.0 0.1 0.0
H -0.1 -0.1 -0.1
H 0.0 0.0 0.1
H 0.0 0.0 0.0
H 0.0 -0.1 0.1
H 0.0 0.0 -0.2
C -0.4 0.2 0.2
C 0.2 0.2 0.0
H 0.0 0.0 -0.1
H 0.1 0.2 0.0
O 0.1 0.0 0.0
H 0.1 -0.1 -0.1
H -0.1 0.0 -0.2
H 0.3 0.2 -0.1
H 0.0 -0.1 -0.1
O -0.1 -0.2 -0.3
C -0.3 -0.3 0.6
C 0.2 0.2 0.2
H 0.0 0.0 0.1
H -0.2 0.0 0.0
O 0.1 -0.1 0.0
C 0.5 0.6 -0.5
C -0.2 -0.1 0.2
H -0.1 0.1 0.0
H 0.0 -0.1 0.1
H 0.0 -0.1 0.0
H -0.2 -0.1 0.1
H -0.2 0.0 0.0
C 0.4 0.1 0.1
C 0.1 0.4 -0.4
H -0.1 0.0 0.0
H 0.1 -0.2 0.2
H -0.3 0.0 0.1
C -0.2 -0.3 -0.2
H 0.1 -0.2 -0.1
O 0.1 0.1 0.0
C -0.2 0.6 -0.3
H -0.1 -0.1 -0.1
H -0.1 -0.3 0.1
O 0.2 -0.1 0.3
C 0.1 0.1 0.0
H -0.2 0.2 -0.2
H 0.2 -0.2 0.0
H 0.0 0.0 0.1
C -0.3 0.4 0.0
H -0.1 0.0 0.0
C 0.2 0.1 0.2
C 0.4 0.4 -0.2
H -0.1 -0.1 0.2
H 0.0 0.0 0.1
H -0.2 -0.1 0.0
H 0.1 -0.1 0.0
H 0.2 -0.1 -0.2

***

(3)
Entry from the Open Molecules 2025 dataset: a molecular structure, C27H54OP2ReSi (ωB97M-V with the def2-TZVPD basis set).

LUMO energy (spin up / spin down)   -0.276 / -0.327 Ha
Frontier orbital gap (spin up / spin down)   4.880 / 3.482 eV
Total charge   +2
Multiplicity   4
ΔE to the lowest compared entry with this formula, charge and spin   139.4 kJ/mol

CARTESIAN COORDINATES (ANGSTROEM)
H (-0.9049, -1.0407, 6.5201)
Si (0.7763, -0.4448, 4.7011)
C (-0.9087, -0.9738, 5.4263)
H (-0.8054, -0.0014, -5.8823)
C (1.2390, -2.6017, 1.4910)
H (-0.8230, 2.3566, -4.4483)
H (1.0802, 2.0090, 2.8356)
C (3.0028, 0.8362, 0.9151)
H (2.5982, -3.2671, -1.1478)
H (-2.5954, -1.9878, -2.1776)
C (2.0494, 3.1327, -0.6245)
H (2.1370, -1.8656, 6.2693)
H (2.9523, 3.5917, -0.1928)
H (-0.9979, -3.7013, 0.0170)
H (-2.2098, -2.4854, 1.1975)
C (-3.1898, 1.3333, -2.5541)
H (0.4256, -4.2969, -0.9119)
H (-1.6857, -0.2524, 5.1411)
H (0.0279, 2.1765, -2.3099)
C (-1.7029, 1.4197, 2.3237)
C (1.2984, 1.1411, 5.6093)
C (-2.6456, 0.8915, -1.2437)
H (3.0346, -1.5691, 4.7635)
C (0.0761, -1.6168, -3.7277)
C (1.2226, 2.7287, 2.0133)
C (-2.1145, -0.4085, 0.5925)
H (2.0641, 0.7122, -1.8124)
C (-0.2285, 1.4319, -4.3644)
H (-2.1329, 0.6302, -4.9174)
H (-1.2874, 3.6306, 0.4369)
H (-1.6196, 2.5062, 2.4260)
C (-3.2508, -1.6485, -1.3809)
H (0.3650, -2.6080, 2.1494)
H (1.9796, -1.9168, 1.9287)
H (1.2357, 3.8702, -0.6747)
H (2.0153, -2.2215, -4.3149)
O (0.6505, -0.2048, 3.1353)
H (-4.2131, -1.3951, -1.8244)
H (-2.9364, 3.7186, -0.2108)
H (0.3387, 3.3772, 1.9127)
H (0.0352, -2.6103, -3.2830)
C (-2.6573, -0.4432, -0.7218)
C (2.3163, -2.1974, -1.0996)
C (-2.2207, -1.4865, 1.6414)
C (0.2669, 1.2731, -2.8973)
H (-3.2375, 0.5064, -3.2643)
H (2.4231, 0.5399, -4.6788)
C (-2.0617, 1.7410, -0.2442)
Re (-0.7065, 0.2564, -1.0305)
C (-1.0567, -0.9124, -3.9415)
C (-1.8667, 0.9535, 0.9180)
H (2.1126, 3.3544, 2.2053)
H (-1.5790, 3.5340, -1.3183)
H (2.2531, 2.7619, -1.6352)
H (3.1176, -1.6272, -0.6103)
H (3.1404, -0.5072, -3.4759)
H (1.2446, -1.1812, -5.4961)
H (-1.3927, -1.3836, 2.3567)
H (-0.7684, -3.1941, -1.6801)
C (2.1622, -0.1257, -3.8329)
C (-1.0955, 0.2808, -4.8529)
H (1.2899, 1.0185, 6.6997)
H (-3.3666, -2.4773, -0.6746)
C (-0.2469, -3.4457, -0.7439)
H (0.6200, 1.9628, 5.3573)
H (-1.2013, -1.9537, 5.0265)
P (1.4747, 1.7774, 0.4633)
H (-0.7996, 0.9429, 2.7621)
H (-2.5319, 1.1364, 2.9910)
H (3.6949, 1.5304, 1.4184)
H (-4.2116, 1.7200, -2.4087)
H (-2.0297, -1.3849, -3.8087)
H (1.7268, -2.7829, 4.8001)
C (1.4532, 0.5875, -2.7071)
C (1.3851, -1.3270, -4.4091)
H (1.6632, -3.6210, 1.4228)
C (-1.9547, 3.2390, -0.3367)
H (-3.1445, -1.4292, 2.2456)
H (3.4701, 0.4123, 0.0193)
H (0.6015, 1.5680, -5.0900)
H (-2.5937, 2.1474, -2.9897)
H (2.6962, 0.0476, 1.6196)
H (2.1578, -1.8170, -2.1110)
C (2.0444, -1.7993, 5.1756)
H (2.3115, 1.4381, 5.3083)
P (0.7453, -2.0085, -0.1738)

Cartesian forces, eV/Å:
H 0.0 0.0 -0.2
Si 0.2 -0.3 1.3
C 0.2 0.1 -0.2
H -0.1 0.0 0.5
C 0.0 0.5 0.2
H 0.3 -0.2 0.2
H 0.0 0.1 -0.3
C -0.6 0.0 -0.3
H -0.1 0.5 0.1
H -0.2 -0.2 0.0
C -0.1 -0.2 -0.2
H 0.0 0.0 -0.3
H -0.3 -0.1 -0.2
H 0.3 0.0 -0.2
H 0.0 0.2 0.1
C -0.4 0.4 -0.3
H -0.2 0.1 0.1
H 0.0 -0.1 0.1
H 0.4 -0.4 0.4
C 0.6 0.5 -0.1
C 0.0 -0.2 -0.1
C -1.8 0.5 -0.1
H -0.1 -0.1 0.1
C -0.8 -0.6 -0.9
C -0.5 -0.1 0.0
C -1.3 -0.4 1.0
H -0.4 -0.1 0.0
C 0.0 0.6 0.3
H 0.3 -0.2 -0.2
H -0.1 -0.1 -0.2
H 0.0 -0.2 -0.3
C 0.1 -0.1 0.0
H 0.3 0.1 0.0
H -0.4 -0.2 0.0
H 0.3 0.0 0.0
H -0.2 0.3 -0.1
O -0.1 0.3 -1.5
H -0.1 -0.1 0.1
H 0.2 -0.3 0.0
H 0.4 -0.1 0.2
H -0.2 0.4 0.1
C -1.9 -0.5 -0.3
C -0.1 0.0 -0.2
C 0.6 -0.3 0.1
C 1.4 1.0 -1.8
H -0.1 0.2 0.2
H -0.4 0.2 0.7
C -1.4 1.0 -0.1
Re 7.3 -1.7 1.5
C 0.3 -1.0 -1.2
C -0.8 0.5 1.8
H -0.3 -0.3 -0.3
H 0.0 0.1 0.1
H 0.1 0.4 0.2
H -0.2 -0.2 -0.1
H -0.6 0.4 0.0
H -0.2 0.0 0.5
H 0.0 0.0 -0.1
H 0.2 -0.3 0.5
C 0.8 -0.4 0.4
C -0.7 -0.2 -0.2
H 0.0 0.0 -0.2
H -0.1 0.3 -0.1
C -0.3 0.3 -0.3
H 0.0 0.0 0.1
H 0.0 0.1 0.1
P 0.2 0.0 0.6
H 0.2 -0.3 0.1
H 0.0 -0.4 -0.6
H -0.2 -0.2 -0.2
H 0.3 -0.1 0.0
H 0.3 0.1 0.5
H 0.1 0.1 0.1
C 0.2 1.4 -0.7
C -0.1 -0.4 -0.2
H -0.2 0.4 -0.3
C 0.2 -0.1 0.0
H 0.2 0.4 -0.5
H 0.1 0.1 0.2
H -0.1 0.0 0.9
H -0.2 -0.2 0.1
H 0.1 0.3 -0.1
H 0.3 -0.3 0.2
C -0.4 0.3 -0.1
H -0.1 0.0 0.1
P 0.0 -0.5 0.0